(one)
Molecular formula: C7H11N4
Method: DFT, ωB97M-V/def2-TZVPD

Each line ends with the Löwdin spin population.
Element x y z (Å)
C  0.39  -2.52  0.31  0.2115
C  1.65  -2.00  0.24  0.3107
C  -0.52  -1.50  0.10  0.1600
C  0.25  -0.24  0.08  0.0652
C  -1.87  -1.71  -0.09  0.3900
C  -2.75  0.60  -0.12  0.2238
C  -3.22  1.89  -0.19  0.0509
N  -2.64  -0.58  -0.21  0.0405
N  1.51  -0.63  0.26  0.1499
N  -0.28  0.90  0.00  0.3225
N  3.47  1.28  -0.26  -0.0007
H  0.11  -3.54  0.39  0.0050
H  2.53  -2.52  0.58  0.0164
H  -2.41  -2.69  -0.11  0.0127
H  -3.33  2.24  0.80  0.0188
H  -4.19  2.14  -0.71  0.0056
H  -2.26  2.47  -0.60  0.0090
H  2.29  0.12  0.35  0.0004
H  0.28  1.84  0.11  0.0077
H  3.59  2.01  0.44  0.0001
H  3.12  1.70  -1.09  0.0000
H  4.27  0.74  -0.28  0.0000

total charge: +1
frontier orbital gap (spin up / spin down): 7.0 / 7.7 eV
multiplicity: 3

***

(two)
Molecular formula: C7H11N4
Method: DFT, ωB97M-V/def2-TZVPD

Each line ends with the Löwdin spin population.
Element x y z (Å)
C  -2.01  0.42  0.03  0.0704
C  0.37  1.76  -1.96  0.0913
C  -1.62  -0.28  -0.97  0.4614
C  -0.55  -0.48  -1.80  0.1044
C  -1.02  1.08  1.08  0.0641
C  -0.09  -1.82  -2.28  0.0057
C  0.88  -0.20  1.96  0.0194
N  0.99  2.09  -0.83  0.1903
N  -0.04  0.61  -2.36  0.3088
N  0.36  0.79  1.06  0.2366
N  1.24  1.42  0.24  0.3876
H  -3.03  0.68  0.27  0.0184
H  0.41  2.56  -2.69  0.0088
H  -1.18  2.15  0.88  0.0063
H  -1.41  0.83  2.07  0.0032
H  0.54  -2.28  -1.52  0.0005
H  0.48  -1.72  -3.19  0.0004
H  -0.94  -2.48  -2.44  0.0014
H  0.86  0.16  3.00  0.0052
H  0.29  -1.11  1.90  0.0084
H  1.91  -0.45  1.70  0.0006
H  2.23  1.27  0.48  0.0069

total charge: +1
frontier orbital gap (spin up / spin down): 8.0 / 7.3 eV
multiplicity: 3

***

Most stable one: (one), least stable one: (two).

***

(one)
Molecular formula: C8H14
Method: DFT, ωB97M-V/def2-TZVPD

Each line ends with the Mulliken charge.
Element x y z (Å)
C  -1.48  -1.96  -0.97  -0.9291
C  -0.42  -2.06  0.17  -0.4729
C  0.09  -0.70  0.69  -0.6754
C  0.54  0.26  -0.34  0.8698
C  0.29  1.58  -0.25  -0.5199
C  -0.34  2.10  0.98  -0.2658
C  0.06  3.16  1.73  -0.7401
C  1.57  -0.21  -1.40  -1.4976
H  -2.42  -1.39  -0.74  0.2651
H  -1.02  -1.58  -1.93  0.2179
H  -1.73  -3.08  -1.14  0.3077
H  -0.75  -2.58  1.05  0.4338
H  0.59  -2.46  -0.18  0.2013
H  0.77  -0.92  1.53  0.2620
H  -0.90  -0.39  1.43  0.1497
H  -0.01  2.27  -1.08  0.2672
H  -1.10  1.50  1.20  0.5029
H  1.06  3.64  1.57  0.2275
H  -0.38  3.90  2.46  0.2525
H  2.44  0.39  -1.34  0.4301
H  1.14  -0.34  -2.39  0.3037
H  1.99  -1.12  -1.04  0.4098

structure (SMILES): C=C/C=C(/C)CCC
frontier orbital gap: 9.3 eV

***

(two)
Molecular formula: C8H14
Method: DFT, ωB97M-V/def2-TZVPD

Each line ends with the Mulliken charge.
Element x y z (Å)
C  -1.44  -1.57  0.62  -1.1186
C  -0.27  -1.04  1.44  -0.3349
C  -0.07  0.48  1.39  -0.9484
C  -0.11  1.10  0.01  0.5491
C  -1.04  2.01  -0.27  -1.0445
C  0.23  0.16  -2.23  -1.2292
C  0.71  0.41  -1.02  1.0579
C  2.13  0.02  -0.65  -1.4521
H  -1.71  -0.92  -0.21  0.2963
H  -1.27  -2.53  0.15  0.2914
H  -2.35  -1.68  1.21  0.3210
H  0.66  -1.54  1.17  0.1723
H  -0.38  -1.34  2.49  0.4730
H  0.90  0.66  1.86  0.2709
H  -0.84  0.93  2.01  0.4238
H  -1.18  2.37  -1.28  0.2595
H  -1.64  2.40  0.53  0.3091
H  -0.68  0.59  -2.64  0.2710
H  0.82  -0.44  -2.91  0.3340
H  2.24  -1.00  -0.28  0.2634
H  2.78  0.21  -1.50  0.4747
H  2.50  0.71  0.10  0.3602

structure (SMILES): C=C(C)C(=C)CCC
frontier orbital gap: 9.9 eV

***

Most stable one: (two), least stable one: (one).

***

(one)
Molecular formula: C4H13NO2
Method: DFT, ωB97M-V/def2-TZVPD

Each line ends with the Mulliken charge.
Element x y z (Å)
C  -0.02  -1.66  2.95  -1.0989
C  -0.06  -1.14  1.52  -0.2077
C  0.78  -0.25  0.99  -0.1196
N  0.56  0.74  0.00  -0.0511
C  1.55  1.79  -0.03  -0.9582
H  -0.94  -2.22  3.11  0.3088
H  0.83  -2.32  2.89  0.2851
H  0.20  -0.90  3.67  0.3177
H  -1.00  -1.38  1.02  0.3262
H  1.76  -0.11  1.42  0.2230
H  -0.37  1.15  0.00  0.1370
H  2.14  1.84  -0.95  0.2885
H  1.15  2.79  0.17  0.2892
H  2.41  1.71  0.65  0.2976
H  0.14  -1.44  -3.36  0.2947
H  0.20  -0.73  -1.97  0.3060
O  -0.40  -1.11  -2.64  -0.6433
H  -2.14  0.71  -2.47  0.3045
H  -2.37  2.12  -2.02  0.2950
O  -2.03  1.27  -1.70  -0.5945

structure (SMILES): C/C=C/NC.O.O
frontier orbital gap: 8.4 eV

***

(two)
Molecular formula: C4H13NO2
Method: DFT, ωB97M-V/def2-TZVPD

Each line ends with the Mulliken charge.
Element x y z (Å)
C  0.79  0.34  -2.22  -0.8144
C  0.90  1.11  -1.14  0.1351
N  0.80  0.74  0.16  -0.1500
C  0.58  1.64  1.26  -0.2762
C  0.45  0.85  2.56  -1.2824
H  0.96  0.64  -3.24  0.2683
H  0.56  -0.71  -2.04  0.0879
H  1.08  2.18  -1.26  0.2999
H  0.69  -0.26  0.35  0.1128
H  -0.32  2.23  1.08  0.2950
H  1.43  2.34  1.37  0.2969
H  0.51  1.55  3.39  0.3638
H  1.25  0.14  2.65  0.3444
H  -0.47  0.26  2.56  0.3210
H  -1.88  -1.56  -2.18  0.3091
H  -3.40  -1.49  -2.34  0.3049
O  -2.67  -1.14  -1.82  -0.6101
H  -0.94  -3.29  0.75  0.3034
H  0.04  -2.98  -0.35  0.2967
O  -0.35  -2.59  0.44  -0.6063

structure (SMILES): C=CNCC.O.O
frontier orbital gap: 8.0 eV

***

(three)
Molecular formula: C4H13NO2
Method: DFT, ωB97M-V/def2-TZVPD

Each line ends with the Mulliken charge.
Element x y z (Å)
C  -0.88  -0.14  2.37  -0.9068
N  0.12  0.05  1.24  -0.4201
C  -0.62  0.32  -0.01  -0.8720
C  0.26  0.27  -1.23  0.4224
C  -0.29  1.19  -2.33  -1.5876
O  0.41  -1.04  -1.76  -0.6138
H  -0.42  -0.34  3.36  0.2813
H  -1.75  -0.71  2.06  0.2947
H  -1.24  0.89  2.38  0.3904
H  0.57  0.90  1.56  0.2436
H  -1.28  -0.54  -0.05  0.4098
H  -1.25  1.21  0.00  0.4051
H  1.29  0.62  -1.15  0.2787
H  0.28  1.07  -3.25  0.3777
H  -1.27  0.74  -2.52  0.3698
H  -0.32  2.22  -1.96  0.3811
H  0.81  -1.61  -1.08  0.4064
H  2.62  -1.93  0.82  0.3242
H  1.29  -1.14  0.86  0.5422
O  1.66  -2.06  0.69  -0.7273

structure (SMILES): CNC[C@H](C)O.O
frontier orbital gap: 10.5 eV

***

(four)
Molecular formula: C4H13NO2
Method: DFT, ωB97M-V/def2-TZVPD

Each line ends with the Mulliken charge.
Element x y z (Å)
C  -0.68  1.67  0.14  -0.9381
N  0.23  0.69  0.79  -0.3067
C  1.85  0.16  -1.05  -1.3452
C  0.76  -0.36  -0.07  0.0765
C  -0.38  -1.04  -0.79  -0.4873
O  0.20  -2.06  -1.61  -0.5296
H  -0.61  1.74  -0.94  0.2737
H  -0.37  2.66  0.47  0.4034
H  -1.73  1.61  0.46  0.2595
H  0.95  1.28  1.17  0.2495
H  1.39  0.57  -1.95  0.2645
H  2.59  -0.58  -1.31  0.3595
H  2.28  1.01  -0.53  0.4083
H  1.33  -0.99  0.61  0.3448
H  -1.07  -1.49  -0.08  0.3653
H  -0.86  -0.31  -1.43  0.3079
H  -0.53  -2.58  -1.97  0.3146
H  -1.34  -0.10  2.34  0.3061
H  -2.29  -0.92  3.27  0.2925
O  -1.72  -0.97  2.49  -0.6191

structure (SMILES): CN[C@H](C)CO.O
frontier orbital gap: 9.9 eV

***

Most stable one: (four), least stable one: (one).

***

(one)
Molecular formula: C5H9NOS
Method: DFT, ωB97M-V/def2-TZVPD

Each line ends with the Mulliken charge.
Element x y z (Å)
C  0.28  -0.32  -0.68  -0.4008
C  -1.25  0.62  0.06  0.3821
C  -0.06  -1.65  -0.10  -0.0600
C  -1.68  1.98  -0.29  -0.9659
C  2.64  0.12  0.77  -0.9541
N  -1.54  -1.68  -0.30  -0.3296
O  -2.14  -0.35  0.01  -0.2767
S  1.67  0.64  -0.77  -0.0725
H  0.22  -2.39  -0.79  0.3204
H  0.37  -1.72  1.01  0.1895
H  -2.71  2.05  0.21  0.3201
H  -1.57  2.13  -1.33  0.2800
H  -0.88  2.62  0.17  0.2864
H  3.22  -0.83  0.62  0.2920
H  2.03  -0.25  1.58  0.2765
H  3.23  0.88  1.07  0.4012
H  -1.82  -1.86  -1.24  0.3116

frontier orbital gap (spin up / spin down): 7.0 / 7.5 eV

***

(two)
Molecular formula: C5H9NOS
Method: DFT, ωB97M-V/def2-TZVPD

Each line ends with the Mulliken charge.
Element x y z (Å)
C  0.74  0.49  0.53  -0.2874
C  0.17  1.68  -0.20  -0.3413
C  -1.73  0.34  0.31  -0.0021
C  -1.87  -1.01  -0.53  -0.5780
C  -0.35  -0.44  0.96  -0.0920
H  1.51  -1.06  -1.24  0.1545
H  1.32  1.08  1.45  0.2977
H  0.39  2.74  0.39  0.2080
H  0.50  2.02  -1.30  0.2068
H  -2.61  0.87  0.71  0.4115
H  -1.76  -0.74  -1.60  0.2053
H  -3.02  -1.57  -0.46  0.2549
H  -0.43  -2.70  0.04  0.2710
H  -0.34  -0.59  2.03  0.3618
N  -0.63  -1.50  0.04  -0.4104
O  -1.18  1.28  -0.42  -0.4310
S  2.29  -0.39  -0.21  -0.2297

structure (SMILES): S[C@H]1CO[C@H]2CN[C@H]21
frontier orbital gap: 9.5 eV

***

(three)
Molecular formula: C5H9NOS
Method: DFT, ωB97M-V/def2-TZVPD

Each line ends with the Mulliken charge.
Element x y z (Å)
C  2.22  -0.22  -0.26  -0.7860
C  0.09  2.08  0.07  -0.1132
C  -0.61  -1.96  -0.22  -0.5792
C  -1.21  -1.03  0.74  -0.5607
C  -0.88  -0.54  -0.64  -0.0219
N  -0.01  1.94  1.31  -0.4491
O  0.83  0.89  -2.23  -0.7549
S  0.62  0.51  -0.84  0.7368
H  2.88  0.68  -0.14  0.2606
H  1.71  -0.50  0.73  0.2224
H  -0.03  2.97  -0.56  0.4502
H  0.43  -2.29  -0.20  0.2656
H  -1.18  -2.62  -0.79  0.2635
H  -2.22  -1.05  0.89  0.2855
H  -0.73  -0.60  1.59  0.2218
H  -1.73  -0.20  -1.38  0.3227
H  0.02  2.74  1.93  0.2358

structure (SMILES): [H]/N=C/[S@](=C)(=O)C1CC1
frontier orbital gap: 8.5 eV

***

(four)
Molecular formula: C5H9NOS
Method: DFT, ωB97M-V/def2-TZVPD

Each line ends with the Mulliken charge.
Element x y z (Å)
C  -1.22  0.08  0.57  0.1411
C  -0.16  1.91  -0.38  -0.2546
C  -2.16  -0.18  -0.61  -0.9804
C  2.06  -1.61  0.03  -1.0110
C  1.01  -0.59  0.18  0.5444
N  -0.11  -0.80  0.61  -0.3935
O  -0.95  1.42  0.70  -0.3554
S  1.52  1.37  -0.31  -0.1454
H  -1.77  -0.13  1.57  0.2703
H  -0.28  3.06  -0.44  0.2434
H  -2.84  0.75  -0.73  0.2689
H  -2.85  -1.08  -0.59  0.3330
H  -1.46  -0.20  -1.52  0.2735
H  1.64  -2.52  0.38  0.3353
H  2.32  -1.56  -0.99  0.3251
H  2.87  -1.28  0.58  0.3044
H  2.41  1.37  0.95  0.1009

frontier orbital gap: 7.9 eV

***

Most stable one: (four), least stable one: (one).